No. 1
# C39H41Cl2N4OSSb2Se4V

A molecular structure, C39H41Cl2N4OSSb2Se4V at a distorted geometry (ωB97M-V/def2-TZVPD, the OMol25 dataset).

Structure (XYZ):
```
95
Properties=species:S:1:pos:R:3:forces:R:3:mulliken_spin:R:1
V 0.5307 0.8109 1.5770 -0.7739 -1.4034 -7.3142 1.135
Se 3.4748 -3.4172 2.8052 -1.3063 -1.0422 -0.7488 -0.022
Sb 2.8457 -1.1399 3.2843 3.6149 -2.5311 1.9814 0.002
Se 1.0986 0.5569 3.5378 1.3768 -1.5619 9.3337 0.096
Se 2.3828 -0.0465 1.1767 5.5724 -1.0862 -3.6812 -0.043
Se 4.9269 -0.8335 4.4312 0.1184 1.1866 0.5044 -0.025
C -1.4477 -2.0320 -3.7443 0.0527 -0.0382 0.0078 0.000
C -0.3246 -2.8368 -4.4347 -0.1974 0.1148 0.0384 -0.001
C 0.2871 -3.7604 -3.3757 0.0793 0.0028 -0.2151 0.000
C -0.9791 -3.7160 -5.5126 0.2180 0.0440 0.0804 0.000
C 0.7081 -1.8589 -5.1068 0.1190 -0.1727 0.1127 0.000
O 0.0011 -0.8488 -5.8285 0.0198 0.0765 -0.0793 0.000
C 1.6554 -2.5051 -6.1541 0.0539 -0.0520 0.1882 0.000
C 2.6512 -3.6254 -5.7911 -0.1292 0.1376 0.0214 0.000
C 3.7620 -3.2251 -4.8504 0.0969 -0.1473 -0.0395 0.000
C 4.7385 -2.3244 -5.2664 -0.0553 -0.0792 0.0655 0.000
C 5.7594 -1.9348 -4.4166 0.0802 0.0819 0.0176 0.000
C 5.8065 -2.4323 -3.1222 -0.2465 -0.1131 -0.0700 0.000
Cl 7.0512 -1.9243 -2.0411 0.1472 0.0663 0.0551 0.000
C 4.8543 -3.3417 -2.6867 0.0444 0.0835 -0.0273 0.000
C 3.8531 -3.7402 -3.5606 0.0294 -0.0633 -0.0228 0.000
C 1.5983 -1.0750 -4.1242 -0.2837 0.1107 -0.5272 -0.001
N 0.9431 -0.4175 -3.0204 0.2621 -0.2355 0.3045 0.001
C 1.2188 -0.6128 -1.7281 -0.1985 0.2809 0.5210 0.005
N 0.5333 0.2408 -0.9926 -0.2977 0.3668 -0.4911 0.002
C -0.1538 0.9595 -1.9087 -0.0316 -0.2709 -0.5800 -0.003
N 0.0713 0.5954 -3.1524 -0.0831 0.2486 -0.2882 0.000
H -2.3582 -2.6319 -3.6945 0.0188 -0.0827 0.0161 0.000
H -1.6669 -1.1128 -4.2803 -0.0504 0.0145 0.0614 0.000
H -1.1726 -1.7798 -2.7200 -0.0360 0.0959 0.0138 -0.001
H -0.5205 -4.2853 -2.8632 -0.0028 0.0025 0.0533 0.000
H 0.8600 -3.2146 -2.6274 -0.0264 0.0112 0.0633 0.000
H 0.9332 -4.5149 -3.8173 0.0343 -0.0638 0.0430 0.000
H -1.7363 -4.3501 -5.0519 -0.0446 0.0152 0.0067 0.000
H -0.2520 -4.3708 -5.9929 -0.0050 -0.0376 -0.0720 0.000
H -1.4736 -3.1184 -6.2815 -0.0595 -0.0263 -0.0403 0.000
H -0.5234 -1.2710 -6.5170 0.0111 -0.0264 0.0028 0.000
H 2.2295 -1.6714 -6.5677 -0.0501 0.0056 -0.0587 0.000
H 1.0244 -2.8783 -6.9649 0.0228 0.0694 -0.0300 0.000
H 3.1024 -3.9318 -6.7396 -0.0160 -0.0886 0.0419 0.000
H 2.1294 -4.4940 -5.3924 0.0251 -0.0435 -0.0608 0.000
H 4.7038 -1.9267 -6.2738 0.0176 0.0268 -0.0226 0.000
H 6.5220 -1.2473 -4.7540 0.0134 0.0478 0.0224 0.000
H 4.8896 -3.7235 -1.6754 0.0256 -0.0061 0.0173 0.000
H 3.1331 -4.4711 -3.2163 -0.0696 0.0162 -0.0073 0.000
H 2.0873 -0.2980 -4.7165 0.1073 -0.1088 0.0187 0.000
H 2.3530 -1.7294 -3.7024 -0.0054 0.0902 0.0795 0.001
H 1.9247 -1.3158 -1.3101 0.0446 -0.1006 -0.2430 -0.006
H -0.8427 1.7557 -1.6856 0.0649 0.0446 0.1459 -0.002
Cl -4.2295 -0.5068 0.2651 0.1435 -0.2059 0.0024 0.000
C -2.7130 -1.2190 0.7254 -0.1494 -0.1818 -0.0828 -0.015
C -2.5881 -2.5728 0.9864 0.0581 0.1901 0.0415 0.021
C -1.3327 -3.0422 1.3495 -0.2303 -0.1874 -0.0944 -0.016
C -0.2720 -2.1704 1.4692 0.4661 0.8286 0.0884 0.051
N -0.4183 -0.8480 1.2305 -2.1181 -1.6540 0.3034 -0.040
C -1.6173 -0.3904 0.8346 -0.7862 -1.1401 -0.2735 0.013
H -3.4494 -3.2202 0.9059 0.0225 -0.0845 0.0087 0.001
H -1.1693 -4.0899 1.5567 0.0108 -0.0238 -0.0104 0.001
H 0.7320 -2.5094 1.7519 -0.3184 0.0650 -0.0312 0.010
H -1.7305 0.6423 0.5517 0.1099 -0.0063 0.1432 -0.006
S -0.3926 2.5200 0.8324 -0.9379 4.2548 -3.5835 -0.024
Sb -0.6532 2.2148 3.0622 -1.3708 3.7081 4.5360 -0.010
C 0.8417 3.6270 4.7578 -1.1459 -1.7582 -1.1868 -0.072
C 0.9756 4.9448 4.3604 0.2751 0.1842 0.3842 -0.005
C 1.2326 5.9152 5.3241 0.0375 -0.0751 -0.3026 -0.006
C 1.3189 5.5519 6.6599 0.0650 0.2424 0.1949 0.006
C 1.1837 4.2267 7.0414 0.0104 -0.2520 0.0911 -0.004
C 0.9440 3.2417 6.0845 0.2676 0.4472 -0.1203 -0.019
C -2.5096 1.1358 3.2990 0.0041 0.6741 0.6649 -0.074
C -3.5958 1.9031 2.8880 -0.6842 -0.7075 -0.1804 -0.006
C -4.8675 1.6345 3.3736 0.1862 0.2062 -0.1711 -0.002
C -5.0415 0.6378 4.3154 -0.3495 -0.1268 0.1421 0.003
C -3.9685 -0.1341 4.7296 0.1089 -0.1920 0.0248 0.007
C -2.6980 0.1209 4.2321 0.1510 -0.0581 -0.1870 0.034
C -1.6270 3.9887 3.4254 -1.7043 0.2329 -0.4875 0.017
C -1.8220 4.9046 2.4129 -0.0224 0.7670 -0.3181 -0.006
C -2.9041 5.7744 2.4401 0.1477 -0.0032 0.2015 0.001
C -3.7920 5.7165 3.5042 -0.2566 0.3372 -0.0662 -0.001
C -3.6044 4.7975 4.5233 0.0049 -0.1451 0.1626 0.003
C -2.5469 3.9069 4.4552 -0.0254 0.6871 0.5164 0.011
H 0.9047 5.2430 3.3178 -0.1074 -0.0800 0.0571 -0.003
H 1.3585 6.9471 5.0139 0.0320 0.0315 0.1202 -0.001
H 1.5094 6.3135 7.4067 -0.0152 -0.0173 0.0352 0.000
H 1.2680 3.9449 8.0849 0.0005 0.0752 0.0446 -0.001
H 0.8813 2.1961 6.3730 -0.0657 0.0778 -0.0285 -0.005
H -3.4820 2.7339 2.2067 0.1327 0.0529 -0.1060 -0.004
H -5.6886 2.2701 3.0657 -0.0971 -0.1107 0.0075 0.000
H -6.0212 0.4800 4.7504 -0.0060 -0.0778 -0.0241 0.000
H -4.1018 -0.9148 5.4680 -0.0639 0.0123 0.0215 0.000
H -1.8473 -0.4536 4.5940 -0.0422 0.0953 -0.0293 -0.002
H -1.1535 4.9470 1.5600 -0.0398 -0.1609 0.0746 0.003
H -3.0557 6.4604 1.6149 -0.0420 0.0614 0.0921 0.000
H -4.6456 6.3841 3.5304 -0.0126 -0.0209 -0.0007 0.000
H -4.3220 4.7036 5.3296 -0.0189 0.1193 -0.0050 0.000
H -2.4824 3.1092 5.1865 0.0737 0.0589 0.1314 -0.001
```
Forces are in eV/Å.

Values from the calculation:
charge: -1
spin multiplicity: 2
calculated total energy: -14153.63582 a.u.
LUMO (alpha / beta): 1.625 / 1.586 eV
⟨S²⟩: 0.8301
Kohn-Sham gap (alpha / beta): 4.8973 / 4.8654 eV
HOMO energy (alpha / beta): -3.3 / -3.3 eV
energy above the lowest of the compared OMol25 structures with the same formula, charge and spin: 773.4 kJ/mol

=====

No. 2
# C39H41N4O3P2PdS3

A molecular structure, C39H41N4O3P2PdS3 (ωB97M-V/def2-TZVPD, the OMol25 dataset).

Structure (XYZ):
```
93
Properties=species:S:1:pos:R:3:forces:R:3:mulliken_charge:R:1
Pd 0.4939 -0.6180 0.6494 -0.0345 0.5210 -0.2164 0.896
C 7.2414 3.5066 1.3690 -0.0290 0.0108 0.0333 -0.831
S 5.7971 3.9013 2.3736 0.0004 -0.0130 -0.0192 -0.051
C 4.5384 3.7809 1.0833 0.0411 0.0289 0.0191 0.233
C 3.1662 4.1229 1.6444 0.0178 0.0483 -0.0354 -1.153
C 2.0488 3.7723 0.6757 -0.0626 0.0675 0.0053 -0.710
N 1.8913 2.3165 0.4401 0.0903 -0.1689 -0.0458 0.962
P 1.0541 1.3751 1.5380 0.0597 -0.0369 0.0220 -0.597
C 2.0844 0.7177 2.8683 -0.0402 -0.0079 0.0790 1.406
C 1.4552 -0.1753 3.7429 -0.0379 0.0389 -0.0091 -0.861
C 2.1673 -0.7697 4.7694 0.0095 -0.0045 -0.0208 -0.636
C 3.5162 -0.4838 4.9277 -0.0006 -0.0358 0.0255 -0.849
C 4.1498 0.3934 4.0603 0.0123 0.0401 -0.0327 -0.957
C 3.4395 0.9901 3.0298 0.0153 -0.0217 -0.0485 -0.224
C -0.1714 2.4517 2.3017 -0.1092 -0.0377 -0.0484 1.412
C -0.1985 2.7259 3.6649 0.0115 0.0108 -0.0305 -0.661
C -1.1614 3.5880 4.1756 0.0445 -0.0068 0.0258 -0.717
C -2.0872 4.1775 3.3313 -0.0374 0.0165 -0.0164 -0.667
C -2.0578 3.9154 1.9655 0.0169 -0.0108 0.0123 -0.900
C -1.1051 3.0553 1.4525 0.0262 -0.0337 0.0048 -0.368
P 1.6769 1.8323 -1.2699 0.0144 -0.0677 0.0487 -0.435
C 3.1042 2.6615 -2.0597 -0.0349 0.0526 -0.0240 0.538
C 2.7971 3.8005 -2.8064 0.0045 -0.0277 0.0063 -0.166
C 3.7952 4.5209 -3.4475 -0.0013 0.0010 -0.0123 -0.638
C 5.1122 4.0973 -3.3603 0.0045 0.0065 0.0061 -0.541
C 5.4278 2.9530 -2.6377 0.0058 -0.0092 0.0054 -0.729
C 4.4312 2.2382 -1.9937 0.0015 -0.0230 0.0086 -0.325
C 2.2934 0.1062 -1.2034 -0.0785 -0.0151 -0.0291 -0.117
C 3.2246 -0.3905 -0.2810 -0.1206 0.1164 0.0751 1.595
C 3.7485 -1.6666 -0.4257 0.0208 -0.1698 -0.0796 -1.392
C 3.3671 -2.4541 -1.5025 0.0822 0.0220 0.0787 -0.383
C 2.4386 -1.9784 -2.4190 -0.0293 0.1351 -0.0548 -1.054
C 1.8851 -0.7179 -2.2593 0.0540 -0.0333 -0.0361 -0.765
H 8.1100 3.5338 2.0235 0.0088 -0.0010 -0.0090 0.386
H 7.3719 4.2429 0.5770 0.0070 -0.0020 -0.0024 0.266
H 7.1544 2.5097 0.9377 0.0066 -0.0045 -0.0066 0.223
H 4.5430 2.7693 0.6686 -0.0014 0.0144 0.0129 -0.792
H 4.7903 4.4640 0.2677 -0.0128 -0.0220 -0.0163 0.603
H 3.1075 5.1961 1.8428 0.0247 -0.0183 0.0232 0.596
H 3.0020 3.6263 2.6038 -0.0166 -0.0177 0.0335 0.372
H 2.2640 4.2336 -0.2881 -0.0184 0.0085 -0.0064 0.517
H 1.1115 4.2046 1.0310 0.0207 -0.0354 -0.0275 0.355
H 0.4027 -0.4073 3.6170 -0.0017 -0.0128 -0.0007 0.490
H 1.6744 -1.4668 5.4334 -0.0024 0.0069 -0.0012 0.469
H 4.0766 -0.9532 5.7257 -0.0038 0.0111 0.0016 0.390
H 5.1998 0.6255 4.1813 -0.0071 -0.0023 0.0017 0.510
H 3.9548 1.6631 2.3603 -0.0033 0.0155 -0.0122 0.109
H 0.5326 2.2829 4.3275 0.0049 -0.0196 0.0130 0.421
H -1.1773 3.8045 5.2354 -0.0022 -0.0029 -0.0011 0.456
H -2.8328 4.8501 3.7344 0.0030 -0.0009 -0.0021 0.410
H -2.7777 4.3810 1.3060 0.0041 0.0001 -0.0044 0.464
H -1.0753 2.8564 0.3852 0.0018 0.0383 0.0261 0.464
H 1.7638 4.1199 -2.8896 0.0065 0.0017 0.0002 0.423
H 3.5433 5.4018 -4.0229 -0.0032 -0.0007 0.0081 0.431
H 5.8928 4.6513 -3.8654 0.0015 -0.0065 0.0035 0.415
H 6.4537 2.6121 -2.5824 0.0015 0.0053 -0.0057 0.455
H 4.6956 1.3425 -1.4463 -0.0239 -0.0151 0.0057 0.346
H 3.5648 0.2408 0.5279 0.0480 0.0090 0.0279 0.427
H 4.4502 -2.0461 0.3048 -0.0110 0.0173 0.0042 0.433
H 3.7838 -3.4468 -1.6200 0.0050 0.0028 -0.0029 0.429
H 2.1228 -2.5959 -3.2495 0.0002 -0.0068 0.0146 0.390
H 1.1356 -0.3634 -2.9573 0.0047 -0.0009 -0.0065 0.496
O -0.4926 -2.8862 -2.0213 -0.0791 0.0180 -0.0315 -0.813
C 0.0679 -3.2925 -1.0168 -0.0947 -0.0880 -0.0273 -0.348
N 0.0915 -2.6423 0.1826 0.1106 -0.0304 0.1866 0.489
S 0.8863 -3.4755 1.3476 -0.0467 0.1447 -0.0365 1.097
O 0.0045 -3.9286 2.3880 -0.1166 -0.0452 -0.0363 -0.752
O 1.9947 -2.6406 1.7576 0.0681 -0.1051 0.0969 -0.611
C 1.3514 -4.8184 0.3106 0.0667 -0.0346 0.0368 0.737
C 2.0865 -5.9475 0.6103 0.0092 0.0127 -0.0024 -0.948
C 2.2854 -6.8604 -0.4188 0.0111 -0.0159 0.0159 -0.581
C 1.7479 -6.6445 -1.6856 0.0013 0.0008 -0.0147 -0.662
C 0.9974 -5.5084 -1.9598 -0.0204 0.0145 0.0113 -0.759
C 0.8085 -4.5936 -0.9398 -0.0089 -0.0094 -0.0380 0.278
H 2.4944 -6.1135 1.5981 -0.0008 0.0014 -0.0004 0.544
H 2.8649 -7.7543 -0.2306 -0.0034 -0.0024 -0.0058 0.442
H 1.9172 -7.3754 -2.4650 0.0035 -0.0032 0.0046 0.455
H 0.5687 -5.3270 -2.9366 0.0005 -0.0037 -0.0027 0.544
S -1.6749 0.1154 0.3263 0.1167 -0.2961 0.1207 -0.331
C -2.4796 -1.4288 0.5935 -0.1460 0.1663 0.0533 0.234
N -2.7650 -2.2098 -0.4240 0.0853 -0.0579 -0.0799 -0.059
C -3.3547 -3.5375 -0.2632 0.0003 -0.0301 -0.0007 -0.356
C -4.2161 -3.5739 0.9874 0.0058 0.0156 -0.0106 -0.742
C -3.4299 -3.0422 2.1748 -0.0077 0.0381 -0.0365 -0.550
N -2.8673 -1.7376 1.8190 0.0836 0.0466 0.0897 -0.058
H -2.2284 -2.0418 -1.2714 -0.0181 0.0318 -0.0235 0.305
H -2.5527 -4.2795 -0.2074 0.0132 0.0155 0.0193 0.176
H -3.9444 -3.7483 -1.1533 0.0022 -0.0108 0.0020 0.378
H -4.5333 -4.5965 1.1839 -0.0057 -0.0015 -0.0058 0.385
H -5.1115 -2.9691 0.8344 0.0016 0.0060 0.0144 0.318
H -2.6120 -3.7130 2.4435 0.0176 -0.0296 0.0119 0.218
H -4.0729 -2.9071 3.0423 0.0122 -0.0006 0.0000 0.460
H -2.6428 -1.0639 2.5367 -0.0194 -0.1015 -0.0790 0.243
```
Forces are in eV/Å.

Values from the calculation:
charge: +1
spin multiplicity: 1
calculated total energy: -3960.56025 a.u.
LUMO: -3.702 eV
Kohn-Sham gap: 6.8110 eV
HOMO energy: -10.5 eV
energy above the lowest of the compared OMol25 structures with the same formula, charge and spin: 0.0 kJ/mol